{"formula": "C59H51N8O4RbS2", "method": "the ωB97M-V functional and the def2-TZVPD basis", "elements": ["Rb", "N", "C", "C", "C", "C", "C", "C", "N", "C", "C", "C", "S", "C", "N", "H", "H", "H", "H", "H", "H", "H", "C", "C", "C", "O", "C", "C", "O", "C", "O", "C", "C", "C", "C", "C", "C", "C", "C", "C", "C", "C", "C", "C", "O", "C", "C", "C", "C", "C", "C", "C", "C", "C", "C", "C", "C", "H", "H", "H", "H", "H", "H", "H", "H", "H", "H", "H", "H", "H", "H", "H", "H", "H", "H", "H", "H", "H", "H", "H", "H", "H", "H", "H", "H", "N", "C", "C", "C", "C", "C", "C", "C", "C", "C", "C", "C", "C", "N", "C", "C", "C", "C", "N", "H", "H", "H", "H", "H", "H", "H", "H", "H", "H", "C", "N", "C", "N", "S", "H", "H", "H", "H", "H", "H"], "positions_angstrom": [[0.23206, 0.96040, -1.18192], [3.10019, 2.08849, -5.46748], [4.10437, 1.22113, -5.08602], [5.29926, 0.83413, -5.68052], [6.07716, -0.06975, -4.97714], [5.67884, -0.56617, -3.72669], [4.48861, -0.17806, -3.14189], [3.69335, 0.72934, -3.83736], [2.47839, 1.28547, -3.48171], [2.16400, 2.08289, -4.45963], [0.93553, 2.87412, -4.51833], [0.40292, 3.47874, -5.61614], [-1.07960, 4.21917, -5.19968], [-0.87769, 3.66856, -3.57483], [0.20003, 2.99462, -3.37082], [3.07382, 2.65821, -6.29220], [5.61337, 1.21788, -6.64336], [7.01848, -0.39751, -5.40076], [6.32412, -1.25902, -3.20207], [4.18643, -0.53528, -2.16610], [0.77221, 3.48482, -6.62846], [-1.62382, 3.86441, -2.81979], [2.04592, -3.41803, 4.26345], [1.80068, -1.92446, 4.45021], [2.04513, -1.46309, 5.88000], [0.47580, -1.64254, 4.06738], [0.45790, -0.68054, 2.98737], [1.89740, -0.73381, 2.44086], [2.62964, -1.17245, 3.61067], [2.61817, 0.58430, 1.92153], [2.00372, 1.18013, 0.89571], [2.74369, 1.52842, 3.15852], [1.77958, 2.51938, 3.29150], [1.77993, 3.39570, 4.36765], [2.77375, 3.30785, 5.33416], [3.75804, 2.33768, 5.20340], [3.73967, 1.45654, 4.12898], [4.07724, 0.18912, 1.46659], [4.60443, 0.97928, 0.44353], [5.87673, 0.76793, -0.06481], [6.66259, -0.27059, 0.42131], [6.15053, -1.07858, 1.42426], [4.88030, -0.84706, 1.94650], [-0.69488, -1.02564, 1.99415], [-0.60156, -0.16370, 0.96946], [-2.09017, -0.86668, 2.67334], [-2.36285, -0.91122, 4.03740], [-3.65612, -0.70532, 4.51543], [-4.70129, -0.46304, 3.63907], [-4.43959, -0.41554, 2.27249], [-3.15169, -0.60700, 1.80281], [-0.55535, -2.50342, 1.55652], [-0.01363, -2.77725, 0.30759], [0.15009, -4.08360, -0.13530], [-0.23521, -5.14592, 0.67076], [-0.78817, -4.88590, 1.91883], [-0.94639, -3.57773, 2.35493], [1.34474, -3.99205, 4.87214], [3.06799, -3.67269, 4.55147], [1.88535, -3.67832, 3.21681], [1.39799, -2.00909, 6.56881], [1.83317, -0.39557, 5.94416], [3.08815, -1.62962, 6.15579], [0.26154, 0.31651, 3.39886], [1.97798, -1.50181, 1.66237], [1.04346, 2.58450, 2.50382], [1.01050, 4.15683, 4.44090], [2.78794, 3.99287, 6.17484], [4.54660, 2.26398, 5.94516], [4.50984, 0.70064, 4.05015], [3.95431, 1.75295, 0.05452], [6.24905, 1.40441, -0.86061], [7.65363, -0.45053, 0.01865], [6.74118, -1.90318, 1.81034], [4.51324, -1.49491, 2.72831], [-1.56083, -1.09752, 4.73813], [-3.84088, -0.73231, 5.58440], [-5.70641, -0.30156, 4.01286], [-5.23703, -0.20637, 1.56824], [-2.92553, -0.51641, 0.74597], [0.26877, -1.93337, -0.30757], [0.57285, -4.26970, -1.11603], [-0.11406, -6.16737, 0.32758], [-1.10101, -5.70695, 2.55532], [-1.38011, -3.38527, 3.32761], [-8.82227, -4.44972, -4.30158], [-7.91525, -3.76972, -4.10374], [-6.78642, -2.91180, -3.86612], [-5.71181, -3.35946, -3.09830], [-4.62711, -2.52835, -2.88442], [-4.60339, -1.24210, -3.41884], [-5.68446, -0.80122, -4.17689], [-6.76930, -1.62736, -4.40787], [-3.43056, -0.34998, -3.17150], [-2.27393, -0.69500, -3.88881], [-2.22373, -1.69595, -4.91330], [-0.92268, -1.73066, -5.35497], [-0.23267, -0.76217, -4.57124], [-1.01931, -0.14149, -3.71276], [-3.66729, 0.68454, -2.26718], [-4.88767, 0.86707, -1.52621], [-4.71643, 1.99324, -0.76846], [-3.39992, 2.45808, -1.07305], [-2.77299, 1.69296, -1.94013], [-5.73450, -4.35463, -2.67423], [-3.78571, -2.86484, -2.29242], [-5.66371, 0.20167, -4.58297], [-7.60742, -1.28702, -5.00202], [-3.05071, -2.29012, -5.27152], [-0.50156, -2.36474, -6.12119], [0.82532, -0.52979, -4.61053], [-5.75506, 0.22493, -1.55116], [-5.41247, 2.43910, -0.07378], [-2.92183, 3.34167, -0.66885], [-1.62839, 2.49872, 2.01470], [-1.06242, 3.58730, 1.22689], [-1.63104, 4.78150, 1.08338], [-2.75639, 4.98716, 1.81949], [-1.09090, 5.94453, -0.01171], [-1.08391, 1.57496, 1.77856], [-2.66691, 2.33173, 1.71667], [-1.58240, 2.71972, 3.08622], [-0.20529, 3.42843, 0.71775], [-2.94165, 4.39891, 2.61496], [-3.09439, 5.93200, 1.83073]], "forces_ev_per_a": [[0.1, 0.0, 0.0], [0.0, 0.0, 0.0], [0.0, 0.0, 0.0], [0.0, 0.0, 0.0], [0.0, 0.0, 0.0], [0.0, 0.0, 0.0], [0.0, 0.0, 0.0], [0.0, 0.0, -0.1], [0.0, 0.0, 0.1], [0.0, 0.0, 0.0], [0.0, -0.1, 0.0], [0.0, 0.0, 0.0], [0.0, 0.0, 0.1], [0.0, 0.0, -0.1], [0.0, 0.2, 0.1], [0.0, 0.0, 0.0], [0.0, 0.0, 0.0], [0.0, 0.0, 0.0], [0.0, 0.0, 0.0], [0.0, 0.0, 0.0], [0.0, 0.0, 0.0], [0.0, 0.0, 0.0], [0.0, 0.0, 0.0], [0.0, -0.1, 0.0], [0.0, 0.0, 0.0], [0.0, 0.2, 0.1], [-0.1, 0.0, 0.0], [0.1, 0.0, 0.0], [0.0, -0.1, -0.1], [0.2, -0.1, -0.1], [-0.3, 0.0, 0.2], [0.0, 0.0, -0.1], [0.0, 0.1, 0.0], [0.0, 0.0, 0.0], [0.0, 0.0, 0.0], [0.0, 0.0, 0.0], [0.0, 0.0, 0.1], [0.0, 0.1, 0.0], [0.0, 0.0, 0.0], [0.0, 0.0, 0.0], [0.0, 0.0, 0.0], [0.0, 0.0, 0.0], [0.0, -0.1, 0.0], [0.1, 0.3, 0.1], [-0.2, -0.4, -0.1], [0.0, 0.0, 0.0], [0.0, 0.0, 0.0], [0.0, 0.0, 0.0], [0.0, 0.0, 0.0], [0.0, 0.0, 0.0], [0.0, 0.0, 0.0], [0.0, 0.0, 0.1], [0.0, 0.0, 0.0], [0.0, 0.0, 0.0], [0.0, 0.0, 0.0], [0.0, 0.0, 0.0], [0.0, 0.0, -0.1], [0.0, 0.0, 0.0], [0.0, 0.0, 0.0], [0.0, 0.0, 0.0], [0.0, 0.0, 0.0], [0.0, 0.0, 0.0], [0.0, 0.0, 0.0], [-0.1, 0.0, 0.0], [0.0, 0.1, -0.1], [0.0, 0.0, 0.0], [0.0, 0.0, 0.0], [0.0, 0.0, 0.0], [0.0, 0.0, 0.0], [0.0, 0.0, 0.0], [0.0, 0.0, 0.0], [0.0, 0.0, 0.0], [0.0, 0.0, 0.0], [0.0, 0.0, 0.0], [0.0, 0.0, 0.0], [0.0, 0.0, 0.0], [0.0, 0.0, 0.0], [0.0, 0.0, 0.0], [0.0, 0.0, 0.0], [0.0, 0.0, 0.0], [0.0, 0.0, 0.0], [0.0, 0.0, 0.0], [0.0, 0.0, 0.0], [0.0, 0.0, 0.0], [0.0, 0.0, 0.0], [0.0, 0.0, 0.0], [0.0, 0.0, 0.0], [0.0, 0.0, 0.0], [0.0, 0.0, 0.0], [0.0, 0.0, 0.0], [0.0, -0.1, 0.0], [0.0, 0.0, 0.0], [0.0, 0.0, 0.0], [0.1, 0.0, 0.0], [-0.1, 0.0, 0.0], [0.0, 0.0, 0.0], [0.0, 0.0, 0.0], [0.0, 0.0, 0.0], [0.0, 0.0, 0.0], [0.0, 0.0, 0.1], [0.0, 0.0, 0.0], [0.0, 0.0, 0.0], [0.0, 0.0, 0.0], [0.0, 0.1, -0.1], [0.0, 0.0, 0.0], [0.0, 0.0, 0.0], [0.0, 0.0, 0.0], [0.0, 0.0, 0.0], [0.0, 0.0, 0.0], [0.0, 0.0, 0.0], [0.0, 0.0, 0.0], [0.0, 0.0, 0.0], [0.0, 0.0, 0.0], [0.0, 0.0, 0.0], [0.0, 0.1, -0.1], [0.0, 0.0, 0.1], [0.0, -0.2, -0.2], [0.0, 0.1, 0.1], [0.1, 0.1, 0.0], [0.0, 0.0, 0.0], [0.0, 0.0, 0.0], [0.1, -0.1, 0.0], [0.0, 0.0, 0.0], [0.0, 0.0, 0.0], [0.0, 0.0, 0.0]], "charge": -2, "homo_ev": -2.240, "energy_ha": -3838.48958, "spin_multiplicity": 1}